The following is a quantum chemistry calculation of a structure of composition C33H53BN3O4P2ReS, from OMol25.

Geometry (Å):
Re (0.534, -0.406, 0.620)
C (-3.417, -3.560, -0.482)
C (-1.903, -3.343, -0.320)
C (-1.282, -4.662, 0.149)
C (-1.315, -2.942, -1.680)
P (-1.577, -1.874, 0.832)
C (-3.047, -0.805, 0.419)
N (-2.583, 0.531, 0.636)
B (-1.212, 0.879, 0.842)
N (-1.247, 2.283, 1.094)
C (-0.073, 3.025, 1.429)
P (1.305, 2.134, 0.559)
C (1.222, 2.920, -1.173)
C (1.137, 4.447, -1.139)
C (2.454, 2.509, -1.983)
C (-0.046, 2.393, -1.864)
C (2.735, 2.690, 1.658)
C (2.739, 4.213, 1.827)
C (4.104, 2.246, 1.158)
C (2.469, 2.015, 3.017)
C (-2.539, 2.762, 0.976)
C (-3.053, 4.048, 1.063)
C (-4.406, 4.220, 0.822)
C (-5.230, 3.138, 0.508)
C (-4.729, 1.848, 0.433)
C (-3.374, 1.666, 0.674)
C (-1.808, -2.312, 2.646)
C (-1.913, -0.998, 3.431)
C (-3.076, -3.140, 2.864)
C (-0.598, -3.095, 3.169)
H (-3.553, -4.508, -1.006)
H (-3.889, -2.791, -1.091)
H (-3.948, -3.636, 0.463)
H (-1.361, -5.384, -0.668)
H (-1.817, -5.080, 1.003)
H (-0.231, -4.574, 0.401)
H (-1.708, -3.601, -2.456)
H (-0.232, -3.040, -1.673)
H (-1.580, -1.913, -1.948)
H (-3.920, -1.028, 1.038)
H (-3.328, -0.958, -0.625)
H (0.099, 3.004, 2.507)
H (-0.143, 4.064, 1.115)
H (1.997, 4.906, -0.658)
H (0.225, 4.807, -0.663)
H (1.115, 4.801, -2.172)
H (3.323, 3.109, -1.717)
H (2.259, 2.664, -3.046)
H (2.722, 1.469, -1.838)
H (-0.952, 2.820, -1.434)
H (-0.124, 1.306, -1.810)
H (-0.012, 2.672, -2.919)
H (3.170, 4.706, 0.958)
H (3.376, 4.453, 2.681)
H (1.751, 4.630, 2.025)
H (4.341, 2.648, 0.176)
H (4.178, 1.168, 1.098)
H (4.863, 2.604, 1.857)
H (1.715, 2.543, 3.601)
H (3.391, 2.010, 3.598)
H (2.152, 0.975, 2.893)
H (-2.421, 4.893, 1.310)
H (-4.835, 5.212, 0.875)
H (-6.278, 3.315, 0.310)
H (-5.379, 1.018, 0.188)
H (-2.819, -0.438, 3.194)
H (-1.051, -0.351, 3.243)
H (-1.931, -1.230, 4.497)
H (-3.971, -2.656, 2.472)
H (-3.219, -3.265, 3.939)
H (-2.985, -4.135, 2.433)
H (0.303, -2.479, 3.176)
H (-0.393, -3.996, 2.593)
H (-0.799, -3.393, 4.199)
C (0.829, -1.710, -6.166)
C (1.446, -1.566, -4.804)
C (0.688, -1.180, -3.707)
C (1.275, -1.047, -2.456)
C (2.618, -1.298, -2.289)
C (3.396, -1.685, -3.377)
C (2.808, -1.818, -4.619)
S (3.581, -1.032, -0.803)
O (4.317, 0.167, -1.099)
O (4.319, -2.234, -0.558)
N (2.588, -0.767, 0.511)
C (2.755, -1.808, 1.530)
C (1.823, -2.969, 1.162)
O (2.047, -4.128, 1.389)
O (0.738, -2.509, 0.561)
H (-0.248, -1.558, -6.134)
H (1.029, -2.703, -6.570)
H (1.260, -0.981, -6.854)
H (-0.371, -0.987, -3.828)
H (0.653, -0.747, -1.614)
H (4.450, -1.878, -3.230)
H (3.408, -2.121, -5.468)
H (2.448, -1.435, 2.517)
H (3.773, -2.179, 1.596)

Force components x, y, z for each atom (eV/Å):
Re 0.527 -1.752 -0.113
C -0.065 0.083 0.018
C 0.370 0.085 -0.022
C 0.060 0.001 0.061
C 0.042 -0.080 0.151
P -0.900 0.523 -0.027
C 0.153 0.000 -0.024
N 0.066 -0.174 -0.091
B -0.451 0.459 -0.070
N 0.158 -0.129 0.016
C 0.054 -0.106 0.033
P -0.631 0.431 0.115
C 0.076 -0.166 0.025
C -0.007 0.022 0.039
C 0.007 0.016 0.058
C -0.024 -0.023 0.148
C 0.026 -0.303 -0.106
C -0.043 -0.005 0.008
C 0.065 -0.030 -0.113
C -0.102 0.014 -0.050
C -0.310 -0.073 -0.023
C 0.093 -0.035 0.042
C -0.056 -0.007 -0.012
C -0.013 0.081 0.003
C 0.008 -0.090 0.046
C 0.019 0.358 0.047
C 0.228 0.126 -0.066
C -0.067 -0.038 -0.044
C 0.013 -0.041 -0.007
C -0.019 -0.019 -0.056
H 0.027 -0.008 -0.011
H -0.016 -0.048 0.013
H -0.016 -0.020 -0.009
H -0.081 0.015 -0.014
H 0.016 -0.015 -0.044
H 0.031 -0.011 -0.013
H -0.041 -0.008 0.009
H -0.019 0.036 -0.008
H -0.021 -0.041 -0.060
H 0.017 -0.093 0.009
H -0.003 -0.024 0.037
H 0.037 0.140 -0.053
H 0.020 -0.029 -0.026
H -0.026 0.011 -0.032
H 0.016 0.040 -0.037
H 0.007 -0.026 -0.012
H 0.026 -0.034 0.037
H -0.039 0.053 0.019
H 0.035 -0.059 -0.089
H -0.024 -0.037 0.019
H -0.016 0.001 -0.094
H 0.043 0.022 0.010
H -0.017 0.015 0.027
H 0.009 -0.014 0.013
H 0.093 0.052 0.022
H -0.003 -0.002 -0.030
H 0.035 -0.121 -0.010
H -0.043 0.042 0.023
H 0.021 -0.067 0.015
H 0.016 0.009 -0.006
H 0.062 -0.024 0.076
H -0.004 -0.003 -0.003
H 0.015 -0.002 0.001
H -0.003 -0.025 0.028
H 0.034 -0.018 -0.007
H 0.030 0.022 -0.018
H -0.013 0.026 0.086
H -0.011 -0.023 0.002
H -0.009 -0.012 0.016
H 0.022 0.023 0.011
H -0.066 0.034 0.008
H -0.017 -0.021 0.038
H 0.039 0.042 0.027
H -0.022 0.038 0.020
C 0.059 0.008 0.044
C -0.052 0.017 0.002
C -0.022 0.038 -0.042
C 0.251 0.001 -0.068
C 0.091 0.052 0.416
C -0.011 -0.078 -0.099
C -0.010 0.007 0.069
S -0.154 0.377 -0.035
O -0.061 0.027 0.194
O 0.019 -0.127 0.046
N 0.501 0.427 -0.501
C -0.365 -0.858 -0.087
C 1.363 -0.095 0.566
O -0.431 0.279 -0.136
O -0.615 0.728 -0.157
H -0.005 -0.004 -0.016
H -0.030 0.010 -0.034
H -0.028 -0.017 -0.029
H 0.017 0.007 -0.015
H -0.115 0.016 -0.102
H -0.008 -0.012 -0.067
H 0.023 -0.009 0.022
H 0.124 0.140 -0.050
H 0.039 0.107 0.102

charge: +1
spin multiplicity: 4
HOMO-LUMO gap (spin up / spin down): 0.2863 / 0.2320 hartree
HOMO (spin up / spin down): -10.8 / -10.9 eV
expectation value of S²: 3.78
LUMO energy (spin up / spin down): -0.1101 / -0.1690 hartree

The following is a quantum chemistry calculation of a cluster of 6 separate species, C33H53BO20 in total, from OMol25.

Geometry (Å):
C (2.364, 1.616, 4.724)
O (3.641, 2.134, 4.340)
C (3.574, 2.945, 3.157)
C (2.885, 4.321, 3.473)
C (3.731, 5.303, 4.201)
C (3.230, 6.635, 4.572)
C (1.828, 6.943, 4.216)
C (0.964, 5.995, 3.493)
C (1.499, 4.651, 3.085)
C (0.553, 3.719, 2.285)
O (0.883, 2.823, 1.526)
C (-0.997, 3.978, 2.415)
C (-1.475, 5.206, 2.790)
C (-3.060, 5.358, 2.849)
B (-3.539, 4.296, 3.991)
O (-2.905, 4.399, 5.255)
O (-4.492, 3.285, 3.772)
C (-0.513, 6.378, 3.125)
O (-0.856, 7.540, 3.141)
H (2.143, 1.789, 5.820)
H (1.494, 2.031, 4.152)
H (2.348, 0.492, 4.579)
H (3.164, 2.410, 2.266)
H (4.650, 3.191, 2.906)
H (4.795, 5.061, 4.471)
H (3.902, 7.354, 5.097)
H (1.460, 7.956, 4.528)
H (-1.665, 3.116, 2.140)
H (-3.380, 6.409, 3.067)
H (-3.419, 4.990, 1.841)
H (-3.288, 5.104, 5.802)
H (-5.229, 3.615, 3.230)
C (-3.934, -0.398, 2.716)
C (-5.434, -0.366, 2.903)
O (-6.105, -0.143, 1.654)
C (-6.190, -1.204, 0.848)
O (-5.767, -2.309, 1.078)
O (-6.803, -0.823, -0.281)
C (-6.868, -1.844, -1.278)
H (-3.598, 0.508, 2.206)
H (-3.425, -0.474, 3.678)
H (-3.624, -1.242, 2.098)
H (-5.692, 0.471, 3.554)
H (-5.808, -1.273, 3.382)
H (-7.312, -2.757, -0.882)
H (-5.870, -2.041, -1.674)
H (-7.496, -1.475, -2.086)
C (1.934, 2.742, -1.171)
C (3.156, 2.223, -0.445)
O (3.835, 1.221, -1.215)
C (4.580, 1.678, -2.227)
O (4.734, 2.833, -2.534)
O (5.110, 0.624, -2.862)
C (5.852, 0.966, -4.033)
H (1.280, 1.915, -1.457)
H (1.376, 3.433, -0.545)
H (2.211, 3.261, -2.091)
H (2.846, 1.744, 0.483)
H (3.840, 3.033, -0.177)
H (6.615, 1.713, -3.813)
H (5.176, 1.323, -4.811)
H (6.346, 0.065, -4.391)
C (-7.628, -8.463, -2.266)
C (-6.279, -8.564, -2.950)
O (-5.651, -7.280, -3.053)
C (-5.094, -6.819, -1.927)
O (-5.069, -7.382, -0.863)
O (-4.589, -5.604, -2.180)
C (-4.051, -4.949, -1.030)
H (-8.257, -7.726, -2.769)
H (-8.137, -9.429, -2.274)
H (-7.524, -8.139, -1.229)
H (-6.416, -8.925, -3.970)
H (-5.622, -9.274, -2.442)
H (-3.319, -5.577, -0.521)
H (-4.857, -4.669, -0.349)
H (-3.553, -4.042, -1.368)
C (8.374, -0.960, -9.474)
C (7.216, -1.415, -8.608)
O (6.521, -0.297, -8.040)
C (5.700, 0.356, -8.871)
O (5.495, 0.084, -10.026)
O (5.162, 1.389, -8.206)
C (4.343, 2.234, -9.015)
H (9.034, -0.295, -8.912)
H (8.950, -1.816, -9.828)
H (8.023, -0.400, -10.343)
H (7.598, -2.001, -7.771)
H (6.526, -2.056, -9.162)
H (3.574, 1.661, -9.534)
H (4.962, 2.782, -9.727)
H (3.855, 2.949, -8.355)
C (0.732, -3.774, 1.940)
C (-0.603, -3.267, 2.449)
O (-0.874, -3.755, 3.769)
C (-0.220, -3.126, 4.749)
O (0.532, -2.195, 4.610)
O (-0.530, -3.717, 5.910)
C (0.183, -3.198, 7.032)
H (0.777, -4.864, 2.004)
H (0.889, -3.472, 0.903)
H (1.558, -3.386, 2.538)
H (-1.398, -3.645, 1.805)
H (-0.658, -2.177, 2.423)
H (0.074, -2.115, 7.104)
H (1.236, -3.475, 6.965)
H (-0.239, -3.649, 7.929)

Force components x, y, z for each atom (eV/Å):
C -0.856 -1.168 0.596
O -0.844 0.387 -0.572
C 0.865 0.916 0.046
C -0.365 1.228 0.011
C -1.954 1.036 -0.360
C -1.743 -2.642 -1.614
C 0.796 -1.078 -0.306
C 1.672 -0.849 0.236
C 1.092 1.821 1.314
C -1.381 0.274 0.003
O 0.239 0.739 1.199
C 1.360 1.331 0.576
C -0.688 -1.007 -0.299
C 0.946 -0.653 -0.454
B 0.027 0.379 0.547
O -0.937 -0.174 -0.835
O 0.488 1.402 0.411
C 0.946 -0.517 0.472
O -0.178 -0.961 -0.033
H 0.525 0.062 -1.152
H 0.918 -0.193 0.350
H 0.056 1.200 0.034
H -0.043 0.476 1.061
H -1.137 -0.342 0.309
H -1.316 -0.026 -0.422
H -0.881 -0.651 -0.536
H 0.048 -1.257 -0.570
H 0.828 1.001 0.202
H 0.351 -0.876 -0.346
H 0.146 0.843 1.012
H 0.318 -0.345 -0.215
H 0.566 -0.413 -0.183
C 0.248 -0.126 -0.310
C 0.331 -0.035 0.538
O -0.277 -0.117 -0.146
C 0.157 0.199 -0.048
O -0.112 0.104 -0.034
O 0.026 -0.055 0.234
C -0.091 -0.196 -0.325
H -0.039 0.063 0.166
H -0.060 0.054 -0.007
H -0.103 -0.047 0.115
H -0.178 0.059 -0.288
H 0.031 -0.039 -0.239
H 0.159 0.045 0.051
H -0.052 -0.115 0.106
H 0.035 0.194 0.175
C 0.039 0.097 -0.565
C -0.389 0.364 0.208
O 0.342 -0.037 -0.095
C -0.232 -0.098 -0.027
O 0.065 -0.178 0.088
O -0.027 0.139 0.188
C 0.227 -0.013 -0.347
H -0.019 0.004 0.184
H 0.062 -0.080 -0.053
H 0.105 -0.002 0.093
H 0.112 -0.269 -0.270
H 0.058 -0.065 -0.213
H -0.178 0.058 -0.001
H 0.103 0.119 0.062
H -0.176 -0.078 0.202
C -0.040 0.233 0.232
C -0.375 -0.467 0.064
O 0.267 0.095 0.020
C -0.175 0.101 -0.018
O 0.068 0.046 -0.203
O -0.020 -0.242 -0.071
C 0.127 0.276 0.312
H 0.015 -0.124 -0.108
H 0.036 0.025 -0.051
H 0.078 -0.116 -0.043
H 0.166 0.280 -0.030
H 0.017 0.208 0.096
H -0.170 -0.056 -0.002
H 0.107 -0.101 0.062
H -0.122 -0.108 -0.225
C -0.031 0.292 -0.157
C 0.403 -0.391 -0.275
O -0.355 0.134 0.059
C 0.212 0.117 0.047
O -0.037 -0.008 0.209
O 0.110 -0.323 -0.031
C -0.268 0.301 -0.109
H 0.018 -0.147 0.068
H -0.028 0.005 0.063
H -0.055 -0.133 0.023
H -0.184 0.237 0.138
H -0.058 0.222 -0.024
H 0.174 -0.019 -0.051
H -0.077 -0.139 -0.067
H 0.173 -0.146 0.151
C 0.243 -0.046 0.238
C 0.174 0.086 -0.652
O -0.116 0.106 0.236
C 0.017 -0.183 -0.088
O -0.102 -0.030 0.124
O -0.024 0.128 -0.215
C 0.118 0.066 0.371
H -0.115 0.033 -0.114
H -0.055 -0.014 0.029
H -0.086 0.098 -0.064
H -0.111 -0.099 0.328
H 0.097 -0.073 0.194
H 0.100 -0.067 -0.131
H -0.031 0.162 -0.049
H -0.119 -0.113 -0.213

SMILES: COCc1cccc2c1C(=O)C=C(CB(O)O)C2=O.CCOC(=O)OC.CCOC(=O)OC.CCOC(=O)OC.CCOC(=O)OC.CCOC(=O)OC
HOMO-LUMO gap: 0.3040 hartree
HOMO: -9.4 eV
LUMO energy: -0.0429 hartree
energy relative to the best compared isomer or geometry (same formula, charge and spin): 51.1 kcal per mole

What did we get for max |F|? Answer: 1.83, 3.55 eV/A, in the order shown.